Entry 1:
{"formula": "C49H101BrN5O9P2S2", "method": "ωB97M-V with the def2-TZVPD basis set", "elements": ["H", "H", "H", "H", "C", "C", "H", "H", "C", "C", "H", "H", "H", "H", "H", "H", "C", "O", "C", "H", "H", "H", "H", "C", "C", "N", "H", "C", "H", "C", "H", "C", "H", "H", "C", "C", "C", "H", "H", "H", "C", "O", "C", "H", "C", "H", "H", "H", "H", "C", "H", "C", "C", "H", "C", "H", "C", "H", "H", "C", "O", "C", "C", "H", "C", "H", "H", "C", "H", "C", "H", "H", "H", "H", "H", "C", "H", "C", "H", "H", "H", "H", "H", "C", "C", "H", "H", "C", "C", "H", "H", "H", "H", "H", "C", "N", "O", "O", "H", "P", "H", "H", "O", "S", "H", "H", "C", "P", "H", "C", "H", "O", "H", "H", "H", "H", "H", "H", "S", "H", "H", "C", "H", "H", "H", "C", "H", "H", "H", "N", "C", "O", "H", "C", "H", "O", "H", "H", "H", "Br", "H", "H", "C", "C", "H", "H", "H", "C", "H", "H", "C", "H", "C", "H", "C", "H", "C", "H", "H", "H", "C", "H", "H", "H", "N", "H", "H", "H", "N"], "xyz": [[3.2065, 3.1808, 3.6365], [-4.2515, 5.2431, -0.6654], [-3.9353, 4.0478, 6.1167], [6.5246, 2.7470, 9.6809], [-2.7350, 2.2667, 5.4045], [-2.2673, 1.9833, -5.3128], [-2.2881, 8.2921, -1.1575], [-2.0675, 10.0394, 0.6905], [6.4916, -1.5675, 7.5568], [-1.5438, 5.5541, -1.1885], [-6.2565, 7.7131, 3.3845], [-1.0311, -10.8072, -4.3714], [-2.9956, 1.1351, 0.4654], [-4.8064, 0.7472, -1.7534], [1.1863, -11.4387, -0.9106], [-2.0992, -10.0845, -1.6863], [7.7760, -0.5511, 5.6678], [0.7798, -8.7282, -3.6409], [8.5606, -0.2141, 7.9403], [6.2988, 1.2416, 10.5649], [-3.8061, 2.1454, -2.2282], [-3.2480, 4.4146, 3.0815], [-4.0815, 7.6458, 3.2259], [-4.0365, 5.3831, 0.4342], [-0.2035, 6.3244, -1.5220], [-1.6151, -4.2482, -2.8359], [0.5670, 5.5978, -1.8849], [-0.0962, 5.1739, -5.0648], [4.0976, -0.3463, 8.2284], [0.1426, -11.2357, -1.1302], [1.8530, -4.6699, -2.4832], [-1.8285, 6.0889, -7.5028], [8.3940, -0.3276, 9.0110], [-3.7679, 8.2983, -0.1117], [1.4240, 2.6230, 4.7478], [0.4982, -12.2783, -4.1446], [1.6581, -11.4179, -4.6298], [4.1408, 2.4368, 9.2896], [-1.7650, 0.9323, -2.3967], [-2.2314, 1.5252, 6.0704], [3.2762, -9.5719, -4.1560], [-0.8934, 1.2142, 3.5228], [5.6680, 1.1303, 8.4600], [0.7854, 5.3341, -4.4382], [-2.3634, -4.2902, -4.1157], [-2.2720, 5.7344, -2.0308], [-3.6767, -6.0167, -4.6692], [-1.6535, -8.9797, -2.9734], [8.3184, 0.3229, 5.2993], [-3.7603, 1.7737, -0.0467], [0.0917, 5.7907, -9.2193], [3.0074, -11.3493, -2.5244], [-0.8567, 4.8878, -7.4787], [-1.0343, 3.8135, -3.6900], [-1.8892, 3.4400, -5.6512], [6.5773, -1.3072, 9.7124], [-0.7119, 3.8220, -4.7351], [-2.7471, 5.8410, -8.0397], [1.7685, 3.2946, 5.5781], [-3.0386, -0.7691, -3.0034], [-0.8256, 2.6132, -7.4826], [-2.6725, 8.0923, -0.1283], [2.2095, -10.4929, -3.5330], [-1.4217, 1.2985, -5.3958], [-0.0962, -10.4523, -2.4479], [1.1334, 4.5185, -6.6933], [-0.3799, -12.1948, -1.1349], [-3.1133, 3.6738, 2.2655], [-0.2131, -10.6747, -0.2630], [-2.2503, -3.4194, -1.8578], [3.9315, -11.7172, -2.9759], [-1.4033, -12.0255, -3.1767], [0.8338, -13.0124, -3.4057], [-3.0839, 4.6576, -4.2612], [7.6393, 1.4555, 9.4548], [-3.9412, 3.9126, 0.9681], [3.6823, -8.8834, -3.4109], [-3.6377, -5.2128, -3.8940], [-2.6274, 1.9200, -4.2828], [-2.3590, 8.7149, 1.9358], [-0.3562, 7.1275, -2.2852], [1.3207, -10.8227, -5.4854], [-3.2658, 1.6819, 4.6223], [4.5950, 2.2294, 8.3179], [2.7070, 2.2198, 3.9227], [-1.1141, 4.5703, -9.6252], [0.6936, -5.9941, -3.0641], [-0.1763, -3.9172, -3.0193], [-3.1607, 4.2430, -5.2694], [-2.6242, -3.2830, -4.5213], [9.0683, 0.7365, 7.7615], [0.5790, -5.2960, -1.4152], [-0.8134, 8.7017, 0.9659], [3.2901, -10.7626, -1.6473], [-3.8635, 2.9506, 6.2888], [-1.5763, 3.6347, -7.0959], [-1.8624, 3.2882, 4.9054], [-3.3954, 3.1470, -0.1275], [-4.5868, -4.6323, -3.8258], [-2.3425, 6.2823, 0.3739], [2.3328, 1.7761, 2.9684], [9.2609, -1.0077, 7.6704], [-5.1215, 6.1807, 0.9011], [-3.6572, -2.2974, -2.1867], [-4.0532, 3.6132, -5.2959], [0.4874, 4.0978, -9.0354], [6.5823, 1.6594, 9.5964], [-0.9060, 2.7232, 3.6291], [-1.3814, 4.4576, -1.1098], [7.2661, -0.3196, 7.1032], [5.0311, 3.1609, 7.9490], [-4.0484, 6.7263, 2.9455], [4.5005, -0.0084, 9.8937], [-1.7592, -4.7990, -4.9084], [6.9704, -0.7768, 4.9683], [2.4549, -12.0659, -5.0059], [3.3988, 1.5584, 4.4861], [0.7063, 6.2134, -6.7658], [-1.6821, -3.5148, -0.2874], [-3.8964, -0.3715, -3.6094], [-0.7963, 5.9795, -4.8219], [-1.8967, 8.9704, 0.9509], [-3.0644, 1.6205, -5.9667], [-5.7083, 8.3885, 1.9871], [-1.2989, 2.8494, 1.1739], [-2.6081, 0.3449, -1.9532], [-3.3912, 5.0657, -5.9394], [2.4728, -12.2395, -2.1944], [4.1069, -10.1606, -4.5496], [6.4631, 0.9360, 7.2136], [4.9391, -0.1524, 8.9032], [5.6168, 0.9549, 6.1952], [5.7198, -1.8161, 6.8203], [0.7910, -5.0298, -2.4833], [0.9084, 1.7541, 5.2121], [0.5961, 3.4158, 3.8706], [-4.8649, 2.5237, 6.0178], [-2.0895, 6.4544, -6.5099], [7.1638, -2.4295, 7.5952], [-6.1975, 4.9541, 3.2649], [-0.9707, -8.7686, -1.3563], [0.0069, -3.7774, -4.1182], [0.3086, 5.2214, -6.5330], [-1.5557, 3.4966, 2.0379], [-1.0178, 4.4744, 1.9518], [-1.3770, 6.9411, -8.0157], [0.0938, -12.8510, -4.9837], [-1.2678, -9.5103, -2.1016], [3.7856, 1.9432, 7.6445], [0.0738, 3.0615, -4.8118], [5.8296, -1.3859, 8.9171], [-4.9929, 3.5572, 1.1253], [-5.2330, 6.3986, 2.2534], [-3.5054, -5.7302, -2.9145], [-0.5943, -11.3974, -3.5577], [0.2264, 6.8485, -0.6273], [-3.8261, 1.2503, -1.5517], [-2.2168, -0.9453, -3.7431], [5.2269, -2.2682, 9.1493], [2.8886, -8.9869, -4.9908], [-0.3181, 4.8238, -8.9210], [-3.4561, 2.6895, 2.6906], [-3.7308, 2.7494, 7.3772], [-4.7684, 1.5822, 0.3885], [1.1410, -9.7150, -2.8350], [0.0511, -2.9201, -2.5608], [8.4598, -1.4015, 5.6374], [-2.2094, -0.1869, -1.0576], [-6.1589, 7.5599, 2.3793]], "multiplicity": 4, "orbital_gap_ha": [0.289, 0.289]}

---

Entry 2:
{"formula": "C25H32N2O4", "method": "ωB97M-V with the def2-TZVPD basis set", "elements": ["H", "H", "H", "C", "H", "N", "H", "H", "C", "H", "C", "C", "C", "C", "O", "C", "H", "O", "H", "C", "C", "H", "C", "C", "H", "H", "H", "H", "N", "H", "H", "C", "C", "H", "C", "C", "C", "H", "H", "O", "H", "H", "C", "H", "H", "C", "H", "C", "C", "H", "H", "C", "H", "O", "C", "C", "H", "H", "C", "H", "C", "H", "H"], "xyz": [[-1.6579, 0.8496, 1.8767], [8.4363, 1.6345, 2.6668], [-2.1940, -4.4725, -1.4766], [-3.7257, -4.9488, -2.8906], [-4.5890, 2.3872, -1.5376], [-3.3569, -0.8767, -0.5261], [7.4257, 2.9492, 2.0161], [4.2887, -2.2430, 0.2150], [2.6584, 1.5179, 0.9508], [-0.5170, 0.0504, -2.1768], [-0.8421, 0.5763, -0.1048], [-3.2063, 0.0253, 0.5978], [5.1196, -1.6879, -0.2344], [3.2161, 2.4939, 1.7615], [5.0904, 3.3256, 3.0530], [7.4357, 2.0672, 2.6606], [-5.1111, 0.7095, -1.3422], [0.7483, 2.8193, 0.4016], [-3.0488, 2.1810, 0.3445], [-3.1649, -4.2013, -1.8688], [-3.8391, -3.1092, -1.3423], [-3.7874, -0.3926, 1.4284], [-5.6431, -3.5143, -2.8834], [-5.0846, -2.7733, -1.8593], [-2.6826, -1.1844, -2.4447], [-3.8315, -2.4710, 0.6866], [-2.2182, -2.6264, -0.0294], [-1.4034, -0.8384, 1.4200], [0.5535, 0.5745, 0.2819], [-3.5148, 0.8063, -3.1723], [4.9972, 5.0683, 4.0181], [-2.5668, -0.4305, -1.6581], [-1.0668, -0.3294, -1.3143], [-3.1910, -5.7982, -3.2907], [-1.7387, 0.1369, 1.0546], [3.4264, 0.4288, 0.5511], [4.7425, 0.3296, 0.9680], [-1.0601, 1.6156, -0.3652], [4.0472, 5.0381, 2.5108], [6.6011, 1.0475, 2.1603], [-5.6030, -1.9190, -1.4518], [3.4436, 4.1996, 3.9682], [4.3379, 4.4645, 3.3958], [7.1584, 2.3601, 3.6753], [2.5888, 3.3262, 2.0332], [4.5260, 2.3987, 2.2145], [5.9611, -2.3631, -0.3814], [1.2456, 1.7142, 0.5225], [-4.2637, 1.3884, -1.2430], [0.9691, -0.3128, 0.5148], [-4.6394, 1.6389, 0.8590], [5.3114, 1.3076, 1.8125], [-0.6847, -1.3294, -1.0895], [5.5924, -0.6778, 0.6191], [-3.1359, 0.9164, -2.1554], [-3.2505, -2.2880, -0.2248], [4.8063, -1.2869, -1.2046], [-6.6110, -3.2431, -3.2794], [-3.7965, 1.3997, 0.2093], [-5.4013, -5.1872, -4.2002], [-4.9650, -4.6062, -3.4010], [3.0144, -0.3062, -0.1211], [-2.3493, 1.6708, -2.1783]], "smiles": "COc1cc(C(=O)N[C@@H]2C[C@H]3CCC[C@@H](C2)N3Cc2ccccc2)cc(OC)c1OC", "orbital_gap_ha": 0.314}

---

Entry 3:
{"formula": "C6H9N3O", "method": "ωB97M-V with the def2-TZVPD basis set", "elements": ["C", "H", "C", "H", "C", "N", "H", "N", "H", "O", "H", "C", "H", "H", "C", "H", "N", "H", "C"], "xyz": [[-0.3399, -0.4576, -1.7650], [-1.0946, -1.0548, -2.3016], [1.3804, -0.5536, -0.0148], [0.7382, 2.0780, 1.8316], [-0.8117, 0.4814, 0.4795], [0.8160, -2.5045, -1.4396], [2.3115, 1.5130, 1.3604], [1.3109, 1.4630, 1.2838], [1.5792, -3.0095, -0.9992], [-0.0167, 0.6761, -2.1239], [-0.8600, -1.5039, 0.8950], [-1.5053, 1.6368, 0.3891], [-1.0664, 2.5215, -0.0269], [2.3992, -0.8029, 0.2507], [0.7283, 0.5054, 0.5345], [-2.5419, 1.6909, 0.6754], [-1.3604, -0.6452, 1.0882], [-2.3630, -0.7343, 0.9318], [0.6962, -1.2996, -1.0491]], "smiles": "[H]/N=C(C=O)\\C=C(\\N)C(=C)N", "orbital_gap_ha": 0.306}

---

Entry 4:
{"formula": "C42H120N6O15", "method": "ωB97M-V with the def2-TZVPD basis set", "elements": ["H", "C", "H", "C", "H", "C", "H", "H", "C", "H", "H", "N", "C", "H", "H", "H", "H", "H", "H", "H", "C", "C", "H", "H", "H", "H", "H", "H", "H", "H", "O", "C", "C", "N", "C", "H", "H", "H", "H", "H", "N", "C", "H", "H", "C", "C", "C", "C", "H", "H", "H", "O", "H", "H", "C", "C", "H", "O", "H", "O", "H", "H", "O", "H", "H", "H", "C", "O", "H", "H", "H", "H", "H", "H", "H", "H", "H", "C", "C", "H", "O", "H", "H", "H", "H", "H", "C", "H", "C", "H", "C", "O", "H", "C", "H", "H", "H", "H", "H", "H", "C", "H", "O", "O", "H", "O", "H", "H", "H", "O", "C", "H", "C", "H", "N", "H", "H", "H", "H", "C", "C", "H", "C", "N", "H", "C", "C", "H", "H", "H", "H", "H", "H", "C", "C", "H", "H", "C", "H", "C", "C", "O", "H", "C", "H", "H", "H", "H", "H", "H", "H", "H", "H", "H", "H", "H", "H", "H", "H", "H", "C", "C", "O", "N", "H", "C", "C", "H", "H", "H", "H", "H", "H", "H", "H", "H", "O", "H", "H", "H", "H", "H", "H"], "xyz": [[4.1872, -2.2646, 0.9955], [-1.3005, -4.5938, -4.1110], [1.4977, 1.2262, -4.3694], [-6.2830, -4.0746, 2.0912], [8.8116, 0.1871, -2.5851], [-1.7473, 3.6935, 2.7644], [3.6757, 7.4634, -5.3488], [-3.2095, -2.2697, 1.5476], [-3.1522, 0.8117, 4.1594], [4.4791, 3.9843, -2.5631], [2.8620, 5.2313, -1.2469], [3.7599, -3.0983, 1.3728], [-5.2291, 2.8801, 0.7700], [-2.8205, 5.7754, -1.9459], [1.1469, -5.4526, 4.0793], [6.5388, 0.3566, -1.8595], [-1.1634, 5.1995, -2.2279], [0.3754, -4.1352, 5.0146], [-1.1329, 0.1974, 6.5289], [-0.0139, -6.0952, -5.8906], [-5.0082, 4.3110, 0.2820], [-4.6358, 0.9856, 4.4754], [1.9825, 7.5135, -4.9205], [1.5168, 4.8979, -3.9611], [-5.4722, 2.8606, 1.8324], [-5.0530, -0.7940, -1.1848], [-0.3359, 1.5968, 5.8348], [-1.7194, 1.0741, 0.7369], [1.3010, 3.0213, 3.4703], [0.3920, -1.3313, 3.7803], [3.1012, 6.2609, -3.7617], [-4.2201, -1.2768, -0.6738], [2.1375, 2.6234, 2.8958], [-3.1103, -1.2669, 1.4789], [2.2438, 3.5150, 1.6343], [8.7786, 1.0874, -1.2493], [-2.8087, -5.9066, -5.0681], [-1.5067, 0.8569, -0.9386], [-1.9329, 3.5554, 1.6993], [1.8583, 0.8227, -2.7310], [1.2609, -2.5489, 2.7513], [-1.3980, 6.4121, -0.4208], [-1.5960, 5.8005, 2.6817], [-2.6788, 3.6417, 3.3282], [2.0137, 5.5233, -3.2194], [-3.9599, 2.0461, -2.4266], [4.6112, -4.3897, -0.6106], [3.3910, -3.9567, 0.2159], [7.3828, -1.3845, -3.3254], [-4.8557, 0.3619, 5.3419], [-1.2226, -1.2607, 0.8263], [-0.5178, -1.1421, 0.1854], [-2.5560, 1.3788, 4.8743], [-1.8690, 5.3396, 4.6822], [-4.3882, -1.0129, 0.8425], [-1.4740, -7.1465, -3.8402], [2.8721, -4.8588, 0.5400], [-6.1131, 5.1632, 0.5247], [1.0353, -4.3697, 2.0721], [3.4022, 3.1095, 0.9470], [-6.2886, -3.8697, 3.1617], [3.6799, 2.7634, -1.6149], [-0.9566, 5.1973, 4.4198], [5.3741, -4.8754, -0.0022], [2.2162, -3.6921, -1.6025], [-4.4540, 2.8484, -2.9746], [-0.1599, 0.6090, 6.2605], [-0.0529, 6.1032, -0.1686], [0.9211, 4.5389, -1.0177], [-4.2041, -2.3475, -0.8770], [1.9931, 1.5869, 2.5910], [-0.4389, -0.2011, -4.3947], [-1.9690, 6.3068, 0.5017], [-4.6309, 0.0323, 1.0342], [-0.2861, -4.7448, -3.7418], [3.8173, 0.2585, 0.4695], [-3.0351, -4.7921, 1.3971], [3.5169, 3.4978, -2.4037], [4.8795, 0.4058, 0.2742], [-4.8104, 4.3717, -0.7882], [-2.4965, 2.0019, -4.2880], [-4.9360, 1.9799, 4.8060], [1.3094, 3.4498, 1.0770], [-1.7719, -2.5276, -2.4406], [0.9286, 0.2492, -0.3386], [7.3412, -0.0012, 0.7737], [-0.9637, 1.1610, -0.0437], [-1.8249, -0.5860, 4.2963], [0.0483, 0.1187, 0.2908], [2.1994, -2.7885, 2.4650], [0.6339, -3.8019, 2.9115], [5.5763, -0.8340, 0.3056], [-1.1819, -3.2976, 1.7411], [-2.8937, -5.0668, 2.4424], [-3.2956, -0.8444, -1.0564], [6.1368, -2.0782, -2.3138], [-1.1587, -5.3663, -6.6237], [-4.1346, 4.7710, 0.7439], [7.8400, -2.4224, -2.0019], [-1.6561, 2.1349, -3.8434], [-0.9410, 5.0013, 3.0288], [-4.6568, 1.4437, -1.8439], [0.1284, 1.9393, -3.0972], [-1.5236, -4.9934, 2.7764], [-1.6423, -8.0927, -4.3545], [-2.0954, -4.3347, -2.9527], [2.0680, -3.9968, 4.6168], [-1.4992, 7.3950, -0.8810], [-1.2808, -2.9767, 3.4776], [-0.2112, -0.7014, 4.1816], [7.1363, -1.6436, -2.2958], [7.3846, -1.6627, 0.2869], [-5.5444, -1.8797, 1.4833], [-6.0723, -5.1365, 1.9649], [-1.0119, -6.1682, -6.0274], [5.2396, 1.0822, 1.0494], [-5.8647, 2.2841, 0.1151], [1.2647, 6.2160, -2.8355], [-2.2066, 4.5115, -0.9399], [2.4858, 4.5619, -2.0205], [2.8389, 6.8467, -5.0206], [2.7722, -2.2513, -0.9661], [-1.7535, -5.9384, -4.7967], [1.4600, 3.7979, -1.4426], [5.9633, -6.1543, -2.1401], [5.2388, -5.5409, -2.6757], [1.1142, -4.3766, 4.2504], [4.5626, -3.5493, 1.7881], [2.5306, 6.1323, -5.7838], [-1.2422, 2.8000, 3.1311], [-0.2560, -0.6861, -2.7223], [-2.9299, 1.2259, 3.1759], [-0.5247, -3.4575, -1.6920], [-1.5792, -3.4898, -1.9661], [0.2946, -0.3579, -3.6038], [-0.4352, -7.2059, -3.5158], [-2.1921, -3.5369, -1.0661], [6.9436, -0.6981, 0.0358], [-3.4821, -4.3859, 3.0574], [-3.3310, 1.1588, -3.5079], [2.3615, -3.2061, -0.6378], [-2.7839, -0.5827, 4.2537], [-3.2768, -6.0872, 2.4289], [-0.9201, -3.6804, 2.7275], [-1.2612, -3.6954, -4.7269], [0.8482, -1.1958, -4.0278], [0.0129, 5.0819, 2.5075], [-6.4806, -1.5872, 1.0079], [1.5978, -0.1624, 4.9631], [5.0651, -3.4750, -0.9919], [5.7197, -4.6597, -3.1003], [-3.2602, 2.6002, -1.8010], [-2.1084, -7.2399, -2.9588], [-2.6626, 0.4248, -3.0578], [4.8930, 0.8215, -0.7333], [1.4201, -3.2240, -0.0886], [1.9410, 3.3258, -0.6904], [4.7782, -6.0630, -3.5144], [0.4977, 2.5618, -2.4666], [0.8775, -2.2127, 1.8795], [-1.9096, 5.4196, -1.4645], [1.0280, 0.9483, -3.4258], [-5.3379, -3.3271, 1.3029], [8.6084, 0.1542, -1.5963], [-0.5480, 2.1679, -0.0790], [7.2328, -0.3793, -1.4533], [0.5895, -0.3719, 5.3202], [-7.3041, -4.0395, 1.7114], [2.3833, 4.5204, 2.0315], [2.9550, 2.6051, 3.6166], [0.2734, 6.8750, 0.3000], [4.0861, 3.4436, 1.5320], [-5.9669, 5.9621, 0.0128], [-3.1034, -0.9661, 2.4431], [-5.5436, -1.6518, 2.5493], [3.3439, 2.9410, -3.3247], [4.2178, -5.2599, -1.7002], [-5.3293, 0.7203, 3.6774], [0.6452, -1.2530, 5.9594], [-4.0835, 0.7462, -4.1799], [-4.2503, 2.4005, 0.7606], [0.3487, 0.2965, 1.3234], [0.3122, 0.7375, 7.2345]], "multiplicity": 2, "orbital_gap_ha": [0.323, 0.101], "total_charge": 1}